*w*
Density functional theory data (ωB97M-V with the def2-TZVPD basis set) for a cluster of 2 separate species, C9H11O3 in total.

Values from the calculation:
Charge: -1
Gap between HOMO and LUMO (eV): 6.639
HOMO (eV): -3.02
2S+1: 1
LUMO energy (eV): 3.61

Each line ends with the Mulliken charge.
Positions of all 23 atoms, in Å:
C: -2.980 0.287 1.236  -1.434
C: 0.102 -0.059 -1.864  0.269
C: -0.952 -1.006 -1.726  -0.717
C: -0.153 1.157 -1.140  -0.875
C: -1.941 -0.905 -0.753  -0.338
C: -1.131 1.261 -0.164  -0.128
C: -2.024 0.217 0.068  0.669
O: 1.206 -0.281 -2.451  -0.847
H: 1.817 1.195 0.230  0.309
H: -0.823 -1.954 -2.254  0.323
H: 0.595 1.957 -1.206  0.634
H: -2.704 -1.662 -0.626  0.335
H: -1.182 2.178 0.413  0.253
H: -3.945 -0.174 1.002  0.355
H: -3.168 1.286 1.629  0.332
H: -2.577 -0.236 2.122  0.244
C: 2.975 -0.855 0.268  -0.832
C: 2.699 0.003 1.469  0.747
O: 2.007 1.133 1.183  -0.463
O: 2.958 -0.249 2.612  -0.610
H: 2.073 -1.006 -0.316  0.181
H: 3.352 -1.819 0.595  0.289
H: 3.798 -0.467 -0.327  0.305


*x*
Density functional theory data (ωB97M-V with the def2-TZVPD basis set) for a cluster of 2 separate species, C9H11O3 in total.

Values from the calculation:
Charge: -1
Gap between HOMO and LUMO (eV): 6.025
HOMO (eV): -3.31
2S+1: 1
LUMO energy (eV): 2.71

Each line ends with the Mulliken charge.
Positions of all 23 atoms, in Å:
C: -2.586 2.683 -1.733  -1.146
C: -0.293 0.281 0.134  -0.275
C: 0.348 1.173 1.029  0.481
C: -1.127 0.725 -0.817  -0.483
C: -1.408 2.099 -0.971  0.492
C: -0.005 2.509 1.027  -0.711
C: -0.790 2.940 -0.053  -0.396
O: 1.027 0.558 2.031  -0.507
H: -0.019 -0.791 0.231  0.392
H: -1.531 0.009 -1.507  0.370
H: 0.482 3.054 1.819  0.252
H: 1.635 1.219 2.533  0.327
H: -3.322 1.878 -1.822  0.347
H: -2.307 3.115 -2.694  0.262
H: -1.025 4.007 -0.045  0.276
H: -3.001 3.571 -1.120  0.295
C: 1.349 -4.272 0.395  -0.490
C: 2.786 -3.910 0.089  0.542
O: 3.081 -3.852 -1.153  -0.749
O: 3.643 -3.841 0.983  -0.724
H: 1.432 -4.859 1.318  0.249
H: 0.799 -4.950 -0.268  0.261
H: 0.830 -3.346 0.595  -0.063


Relative stability in kJ/mol, measured from the most stable structure: *w* 0.0; *x* 112.4


*w*
Density functional theory data (ωB97M-V with the def2-TZVPD basis set) for a structure of composition C28H32N5O4PTl.

Values from the calculation:
Charge: -1
Gap between HOMO and LUMO (eV): 5.919
HOMO (eV): -3.51
2S+1: 1
LUMO energy (eV): 2.41

Each line ends with the Mulliken charge.
Positions of all 71 atoms, in Å:
Tl: 0.680 1.072 -1.526  0.941
N: 2.010 4.742 -1.085  -0.341
C: 1.113 5.540 -0.270  -0.677
C: 0.354 4.687 0.745  -0.816
N: -0.487 3.673 0.161  0.598
C: -1.799 4.051 -0.306  -0.860
C: -1.920 3.979 -1.833  -0.852
N: -1.948 2.572 -2.220  -0.257
H: 2.496 5.299 -1.773  0.195
H: 2.697 4.252 -0.526  0.169
H: 1.606 6.349 0.295  0.365
H: 0.396 6.025 -0.939  0.289
H: 1.069 4.194 1.411  0.371
H: -0.220 5.385 1.380  0.351
H: -0.453 2.804 0.670  -0.338
H: -2.549 3.370 0.112  0.418
H: -2.070 5.055 0.051  0.306
H: -2.806 4.547 -2.159  0.389
H: -1.045 4.443 -2.292  0.377
H: -2.785 2.127 -1.860  0.079
H: -1.940 2.410 -3.221  0.192
C: -1.274 -4.573 -0.281  -0.547
C: -1.134 -3.997 0.975  -0.695
C: -0.144 -3.054 1.204  -0.022
C: 0.726 -2.675 0.183  0.664
C: 0.581 -3.265 -1.069  -0.610
C: -0.411 -4.208 -1.303  -0.451
P: 2.028 -1.396 0.382  -0.402
C: 3.386 -2.408 1.103  0.321
C: 4.558 -1.742 1.470  -0.314
C: 5.643 -2.429 1.989  -0.590
C: 5.586 -3.810 2.135  -0.455
C: 4.435 -4.486 1.764  -0.694
C: 3.343 -3.790 1.258  -0.327
C: 1.353 -0.429 1.773  -0.209
C: 1.812 -0.490 3.084  -0.171
C: 1.163 0.238 4.075  -0.682
C: 0.052 0.996 3.736  -1.313
C: -0.394 1.025 2.413  -0.166
C: 0.236 0.338 1.364  0.148
H: -2.063 -5.290 -0.466  0.353
H: -1.808 -4.273 1.777  0.406
H: -0.049 -2.592 2.179  0.424
H: 1.223 -2.954 -1.886  0.351
H: -0.525 -4.631 -2.293  0.353
H: 4.619 -0.665 1.351  0.365
H: 6.536 -1.886 2.272  0.370
H: 6.435 -4.351 2.535  0.358
H: 4.377 -5.562 1.874  0.382
H: 2.448 -4.337 0.988  0.357
H: 2.663 -1.111 3.347  0.363
H: 1.512 0.199 5.100  0.390
H: -0.475 1.557 4.502  0.346
H: -1.286 1.624 2.213  0.366
O: -5.668 -1.006 -2.806  -0.573
C: -5.225 -1.134 -1.563  0.426
O: -5.961 -1.472 -0.662  -0.640
C: -3.788 -0.837 -1.296  0.423
C: -3.328 -0.734 0.004  -1.207
N: -2.029 -0.417 -0.063  1.270
N: -1.594 -0.343 -1.310  0.337
C: -2.636 -0.566 -2.091  -0.124
C: -2.533 -0.376 -3.578  0.458
O: -3.586 -0.160 -4.199  -0.851
O: -1.403 -0.359 -4.175  -0.339
H: -4.930 -0.668 -3.405  0.463
H: -3.853 -0.855 0.935  0.555
H: -1.329 -0.201 0.663  -0.304
C: -0.024 -0.600 -3.568  -0.992
H: 0.510 -0.908 -4.473  0.343
H: -0.175 -1.513 -2.977  0.191


*x*
Density functional theory data (ωB97M-V with the def2-TZVPD basis set) for a structure of composition C28H32N5O4PTl.

Values from the calculation:
Charge: -1
Gap between HOMO and LUMO (eV): 6.799
HOMO (eV): -4.35
2S+1: 1
LUMO energy (eV): 2.45

Each line ends with the Mulliken charge.
Positions of all 71 atoms, in Å:
Tl: -1.104 -1.001 0.409  1.516
N: 0.342 0.286 -1.579  0.006
C: -0.022 0.576 -2.960  -0.872
C: -1.131 1.618 -2.971  -0.665
N: -2.346 1.045 -2.408  0.131
C: -3.408 2.010 -2.195  -0.531
C: -4.708 1.299 -1.814  -0.877
N: -4.672 0.520 -0.578  -0.570
H: 0.982 -0.500 -1.514  0.206
H: 0.773 1.097 -1.149  -0.108
H: 0.818 0.938 -3.568  0.485
H: -0.399 -0.343 -3.412  0.226
H: -0.792 2.508 -2.412  0.327
H: -1.345 1.934 -3.998  0.470
H: -2.085 0.617 -1.524  -0.427
H: -3.157 2.763 -1.429  0.280
H: -3.572 2.543 -3.138  0.460
H: -5.501 2.045 -1.712  0.388
H: -4.978 0.626 -2.632  0.327
H: -4.349 1.095 0.193  0.300
H: -4.014 -0.248 -0.652  0.264
C: 4.384 2.556 -0.872  -0.446
C: 3.357 3.215 -0.213  -0.706
C: 2.456 2.504 0.570  0.202
C: 2.581 1.124 0.713  -0.111
C: 3.618 0.470 0.042  -0.409
C: 4.516 1.180 -0.739  -0.812
P: 1.362 0.058 1.589  0.806
C: 2.213 -0.275 3.171  0.094
C: 3.495 0.157 3.498  -0.229
C: 4.034 -0.147 4.741  -0.701
C: 3.299 -0.878 5.662  -0.446
C: 2.023 -1.322 5.335  -0.636
C: 1.484 -1.031 4.093  -0.339
C: 0.096 1.286 2.070  0.198
C: 0.248 2.192 3.118  -0.253
C: -0.728 3.152 3.335  -0.702
C: -1.844 3.198 2.510  -0.987
C: -1.993 2.269 1.488  -0.402
C: -1.034 1.286 1.230  0.401
H: 5.071 3.110 -1.499  0.361
H: 3.249 4.288 -0.314  0.379
H: 1.650 3.026 1.067  0.328
H: 3.700 -0.608 0.134  0.504
H: 5.310 0.658 -1.260  0.400
H: 4.072 0.730 2.783  0.334
H: 5.031 0.196 4.992  0.397
H: 3.723 -1.109 6.632  0.350
H: 1.450 -1.897 6.051  0.412
H: 0.500 -1.396 3.806  0.309
H: 1.118 2.147 3.765  0.406
H: -0.627 3.855 4.155  0.382
H: -2.608 3.950 2.676  0.372
H: -2.890 2.316 0.875  0.104
O: 0.210 -6.034 -3.086  -0.586
C: -0.804 -5.495 -3.715  0.475
O: -1.397 -6.060 -4.614  -0.674
C: -1.218 -4.134 -3.285  -0.043
C: -2.278 -3.451 -3.832  -0.484
N: -2.336 -2.262 -3.208  -0.072
N: -1.379 -2.126 -2.289  -0.057
C: -0.684 -3.251 -2.306  0.196
C: 0.527 -3.390 -1.398  0.516
O: 1.213 -4.430 -1.546  -0.875
O: 0.789 -2.437 -0.633  -0.440
H: 0.635 -5.381 -2.402  0.434
H: -2.960 -3.747 -4.610  0.532
H: -2.942 -1.482 -3.400  0.108
C: -1.347 -2.369 2.096  -1.358
H: -1.267 -3.387 1.684  0.202
H: -2.408 -2.254 2.380  0.228


Relative stability in kJ/mol, measured from the most stable structure: *w* 0.0; *x* 20.0


*w*
Density functional theory data (ωB97M-V with the def2-TZVPD basis set) for a cluster of 2 separate species, C4H12NO in total.

Values from the calculation:
Charge: +1
Gap between HOMO and LUMO (eV): 11.077
HOMO (eV): -14.34
2S+1: 1
LUMO energy (eV): -3.26

Each line ends with the Mulliken charge.
Positions of all 18 atoms, in Å:
C: -1.357 1.589 1.855  -1.045
C: -1.545 0.365 0.924  -0.375
C: -0.408 0.111 -0.024  -0.303
C: -0.472 -0.442 -1.211  -0.264
N: 0.735 -0.704 -2.041  -0.160
H: -2.119 2.316 1.598  0.270
H: -0.373 2.035 1.755  0.386
H: -1.553 1.283 2.876  0.278
H: -2.474 0.484 0.367  0.336
H: -1.721 -0.537 1.506  0.314
H: 0.509 0.396 0.460  0.193
H: -1.386 -0.653 -1.747  0.363
H: 1.028 0.107 -2.573  0.363
H: 1.504 -1.039 -1.420  0.275
H: 0.513 -1.488 -2.645  0.412
H: 2.908 -0.856 0.735  0.314
H: 3.517 -1.730 -0.283  0.293
O: 2.695 -1.238 -0.131  -0.650


*x*
Density functional theory data (ωB97M-V with the def2-TZVPD basis set) for a cluster of 2 separate species, C4H12NO in total.

Values from the calculation:
Charge: +1
Gap between HOMO and LUMO (eV): 5.355
HOMO (eV): -14.99
2S+1: 1
LUMO energy (eV): -9.64

Each line ends with the Mulliken charge.
Positions of all 18 atoms, in Å:
O: -1.075 -1.243 -0.679  -0.404
C: -2.340 -0.685 -0.405  -0.425
C: -2.203 0.593 0.466  -0.270
N: -1.148 1.307 0.077  -0.143
C: 2.322 0.586 -0.115  -0.499
C: 2.491 -0.907 0.233  -0.706
H: -0.483 -0.522 -0.778  0.318
H: -2.951 -1.443 0.074  0.369
H: -2.757 -0.419 -1.389  0.319
H: -2.038 0.360 1.555  0.386
H: -3.129 1.209 0.476  0.435
H: 1.322 0.913 0.186  -0.065
H: -1.119 2.290 0.400  0.324
H: 3.141 1.186 0.278  0.365
H: 2.393 0.607 -1.204  0.274
H: 2.686 -1.101 1.283  0.280
H: 3.306 -1.337 -0.344  0.303
H: 1.581 -1.396 -0.115  0.139


Relative stability in kJ/mol, measured from the most stable structure: *w* 0.0; *x* 528.0